1.
ORCA calculation (the ωB97M-V functional and the def2-TZVPD basis) on a structure of composition C34H51MnN4OP2.

Cartesian coordinates (Å):
C 2.08442 -0.78831 -1.53585
C 1.88298 0.98929 0.03246
C 3.34087 -0.35891 -1.92457
C 3.24006 1.34620 -0.20361
C 3.93886 0.67648 -1.20318
H 3.81825 -0.83521 -2.78882
H 3.60792 2.23647 0.29955
H 4.99264 0.98020 -1.40076
N 1.51581 -0.28940 -0.38113
P 0.11564 -2.62720 -1.08661
P -0.39325 2.39899 1.47013
C 1.21462 -1.68059 -2.36232
H 0.50952 -1.09461 -2.97469
H 1.75112 -2.35775 -3.07466
C -2.06195 -0.88176 0.92288
O -3.04511 -0.26742 1.28850
C 1.00665 2.12933 0.27890
H 1.64982 3.07567 0.38331
C -0.60894 4.29489 0.90611
C -0.38426 2.16877 3.46214
C -1.49195 -2.98841 -1.98248
C 1.21150 -4.10435 -0.69119
C -2.03776 4.27438 0.34607
H -2.76260 3.92972 1.07841
H -2.32272 5.29948 0.03553
H -2.12172 3.62141 -0.55582
C -0.43617 5.27072 2.05941
H -1.08240 5.08210 2.93554
H 0.59807 5.29767 2.39176
H -0.68198 6.26614 1.68744
C 0.41930 4.82479 -0.11558
H 0.05494 5.76280 -0.55489
H 1.37488 5.05352 0.31623
H 0.59509 4.12513 -0.98304
C -1.77400 2.67390 3.93152
H -2.56673 2.04311 3.48896
H -1.86498 2.61511 5.03439
H -1.97985 3.70909 3.63336
C -0.25128 0.69134 3.88217
H -1.05956 0.06981 3.46431
H 0.71003 0.27369 3.56517
H -0.30838 0.60823 4.99034
C 0.79199 2.90939 4.09916
H 0.76563 3.99565 3.94116
H 0.79002 2.72995 5.19318
H 1.74069 2.52381 3.69211
C 0.39402 -5.14205 0.08657
H 1.07795 -5.93888 0.41282
H -0.07026 -4.71569 0.98505
H -0.38913 -5.61369 -0.52252
C 2.38631 -3.62464 0.17791
H 3.04114 -2.93094 -0.36797
H 2.04611 -3.13080 1.09279
H 2.98009 -4.50357 0.46994
C 1.81431 -4.74443 -1.95602
H 2.32585 -5.66997 -1.65296
H 1.06135 -5.00895 -2.70356
H 2.56333 -4.08771 -2.42091
C -2.00480 -1.72245 -2.69370
H -1.36278 -1.43625 -3.53692
H -3.01526 -1.92443 -3.08142
H -2.06476 -0.86348 -2.01339
C -2.53012 -3.42122 -0.93717
H -2.75434 -2.61345 -0.22761
H -3.44783 -3.68995 -1.47341
H -2.20064 -4.30364 -0.36613
C -1.23359 -4.09777 -2.99989
H -0.44831 -3.81735 -3.71812
H -0.97424 -5.04834 -2.52060
H -2.15906 -4.26051 -3.57269
Mn -0.30249 -0.93932 0.41193
N -1.03051 0.51027 -0.65877
C -0.25186 1.60473 -0.75302
C -0.42947 2.27768 -2.09870
C -1.73373 2.21869 -2.52121
C 0.56322 2.80028 -2.94607
C -2.12812 2.71397 -3.76341
H -2.47020 1.77414 -1.88176
C 0.17034 3.33982 -4.17360
H 1.58303 2.82128 -2.65537
C -1.17035 3.33475 -4.61158
H -3.16682 2.61321 -4.07289
H 0.89201 3.79702 -4.86872
H -1.48425 3.74083 -5.59223
N 1.08208 -2.14628 2.82504
C 0.90193 -3.01867 3.85196
C -0.35057 -3.58120 3.68886
C -0.93302 -2.97246 2.57262
N -0.05377 -2.07400 2.02428
H 1.87681 -1.53522 2.68426
H 1.66202 -3.17469 4.60357
H -0.80906 -4.34731 4.29881
H -1.93830 -3.12064 2.18496

E_LUMO (spin up / spin down)   -10.7 / -10.8 eV
2S+1   4
Charge   +3
Energy above the lowest of the compared OMol25 structures with the same formula, charge and spin   146.9 kcal per mole
Energy   -3452.96066 hartree

---

2.
ORCA calculation (the ωB97M-V functional and the def2-TZVPD basis) on a structure of composition C34H51N4OP2Pt.

Cartesian coordinates (Å):
C -0.61563 3.10050 -0.37654
C -1.76463 2.03555 1.39922
C -1.21998 4.32542 -0.08303
C -2.25396 3.30001 1.82949
C -1.99630 4.42894 1.07587
H -1.02346 5.17772 -0.73008
H -2.87220 3.32123 2.72345
H -2.40009 5.39567 1.36977
N -0.86329 2.01717 0.36625
P 1.63379 1.68181 -1.01195
P -1.85459 -0.77384 1.23176
C 0.36772 2.92560 -1.53227
H -0.16314 2.55286 -2.42225
H 0.81408 3.88620 -1.81955
C -2.21830 0.81001 1.91351
H -2.93273 0.87503 2.73579
C -3.58371 -1.07958 0.39039
C -1.71210 -2.02833 2.70063
C 2.44514 1.11547 -2.60746
C 2.76611 2.76054 0.07230
C -3.38406 -2.13519 -0.70526
H -3.01721 -3.08680 -0.29642
H -4.35387 -2.33006 -1.18997
H -2.68093 -1.79828 -1.47270
C -4.68140 -1.54230 1.36239
H -4.49910 -2.52275 1.81376
H -4.86095 -0.79636 2.14788
H -5.62049 -1.62362 0.79023
C -4.12223 0.24346 -0.17257
H -4.97644 0.02666 -0.83063
H -4.46192 0.90937 0.63074
H -3.38684 0.79932 -0.75506
C -1.90376 -3.45394 2.14509
H -1.21346 -3.64811 1.31089
H -1.67437 -4.17386 2.94693
H -2.92862 -3.65371 1.80976
C -0.32002 -1.95380 3.33770
H 0.47387 -2.27964 2.65900
H -0.09809 -0.94898 3.71520
H -0.31203 -2.63725 4.20236
C -2.69949 -1.72592 3.83922
H -3.75228 -1.80849 3.56110
H -2.52383 -2.46820 4.63414
H -2.52027 -0.72986 4.26128
C 4.05605 1.97342 0.36541
H 4.64762 2.54628 1.09635
H 3.85162 0.98915 0.80865
H 4.68017 1.85012 -0.53033
C 2.06669 3.10115 1.40297
H 1.18702 3.73777 1.25003
H 1.76322 2.21231 1.96145
H 2.78342 3.65860 2.02503
C 3.11472 4.10971 -0.58190
H 3.81602 4.63156 0.08761
H 3.60634 4.01401 -1.55467
H 2.23342 4.75391 -0.69269
C 1.36383 0.60504 -3.57152
H 0.64328 1.38384 -3.85057
H 1.85652 0.25821 -4.49287
H 0.81277 -0.24044 -3.14340
C 3.39180 -0.05044 -2.28618
H 2.85023 -0.88151 -1.81959
H 3.82787 -0.40609 -3.23101
H 4.21331 0.24410 -1.62298
C 3.21488 2.25968 -3.28204
H 2.59919 3.15979 -3.42039
H 4.13566 2.51886 -2.74308
H 3.52105 1.91987 -4.28360
Pt 0.21919 0.05833 0.06643
C 1.41373 -0.08963 1.47468
O 2.19380 -0.26145 2.32409
N -1.02428 0.06007 -1.52161
C -1.86561 0.47747 -2.24326
C -2.64443 0.60949 -3.42752
C -2.28328 -0.14753 -4.56529
C -3.76422 1.47540 -3.48264
C -3.04045 -0.04494 -5.73249
H -1.40623 -0.80373 -4.50846
C -4.51560 1.55567 -4.65540
H -4.01339 2.07406 -2.60075
C -4.16040 0.79191 -5.77269
H -2.74407 -0.61869 -6.61075
H -5.37621 2.22542 -4.69395
H -4.75540 0.85826 -6.68142
N 1.03615 -3.75198 -1.89630
C 1.86659 -3.94013 -0.80611
C 1.72097 -2.83163 -0.02009
N 0.82796 -1.97897 -0.63616
C 0.42198 -2.55822 -1.76636
H 0.91468 -4.38397 -2.67787
H 2.48693 -4.80602 -0.66218
H 2.20051 -2.62145 0.92336
H -0.30021 -2.19578 -2.48324

E_LUMO (spin up / spin down)   -2.8 / -2.8 eV
2S+1   3
Charge   +1
Energy above the lowest of the compared OMol25 structures with the same formula, charge and spin   0.0 kcal per mole
Energy   -2422.19271 hartree

---

3.
ORCA calculation (the ωB97M-V functional and the def2-TZVPD basis) on a structure of composition C34H51N4OP2Zr.

Cartesian coordinates (Å):
C 1.99344 -1.99296 -0.72814
C 1.65258 0.14034 -1.63452
C 2.98786 -2.25782 -1.66608
C 2.54535 -0.12672 -2.66969
C 3.25310 -1.32471 -2.66196
H 3.50073 -3.21595 -1.60989
H 2.68925 0.63240 -3.44154
H 3.99111 -1.52487 -3.43583
N 1.41809 -0.77542 -0.65290
P -0.15130 -2.75887 0.92308
P 0.87636 2.28249 0.09035
C 1.53385 -3.08325 0.23360
H 1.53776 -4.05677 -0.28395
H 2.25676 -3.17438 1.06186
C 0.88688 1.42529 -1.56503
H 1.09617 2.12400 -2.37829
C -0.34182 3.74724 -0.12390
C 2.62535 2.94564 0.19801
C -1.28592 -3.55957 -0.35913
C -0.09032 -3.60532 2.59573
C -1.69540 3.34670 0.48916
H -1.60290 3.11119 1.55774
H -2.38604 4.19927 0.38974
H -2.15520 2.48910 -0.01264
C 0.14931 4.98413 0.64104
H 0.30932 4.76892 1.70514
H 1.05834 5.41712 0.20930
H -0.63354 5.75655 0.57762
C -0.55305 4.11358 -1.60094
H -1.24029 4.97394 -1.63596
H 0.37123 4.41964 -2.10395
H -1.01557 3.29716 -2.16789
C 2.81082 3.53286 1.61534
H 2.34431 2.90304 2.38116
H 3.88768 3.57179 1.83355
H 2.41889 4.55196 1.69834
C 3.62455 1.78654 0.03089
H 3.39749 0.95453 0.70138
H 3.65953 1.42358 -1.00198
H 4.62439 2.16790 0.29101
C 2.89784 3.99804 -0.90200
H 2.21278 3.94325 -1.75708
H 2.88522 5.01922 -0.49942
H 3.90932 3.83386 -1.30372
C -1.46262 -3.46930 3.27710
H -1.37279 -3.82787 4.31348
H -1.80126 -2.42374 3.31808
H -2.23909 -4.06837 2.78398
C 0.96483 -2.88508 3.45985
H 1.98318 -3.02492 3.07564
H 0.77935 -1.80682 3.55858
H 0.92688 -3.31978 4.47082
C 0.30049 -5.08696 2.46483
H 0.57276 -5.45554 3.46517
H -0.52909 -5.70963 2.11113
H 1.17011 -5.24140 1.81162
C -1.04737 -2.89237 -1.72955
H -1.68645 -3.39436 -2.47321
H -1.32298 -1.82957 -1.71687
H -0.00789 -2.98367 -2.06740
C -2.75111 -3.30903 0.04350
H -2.97441 -2.23436 0.12662
H -3.40045 -3.72371 -0.74258
H -3.01999 -3.79462 0.98965
C -1.02426 -5.06740 -0.49780
H 0.02505 -5.29828 -0.72223
H -1.33748 -5.63078 0.38848
H -1.62667 -5.43527 -1.34268
Zr -0.24764 -0.10603 0.93711
C 1.52358 0.40952 2.13193
O 2.41733 0.49907 2.90085
N -1.37920 0.41230 -0.71754
C -0.88601 0.88163 -1.77731
C -1.44141 0.95778 -3.11400
C -2.82907 0.76536 -3.17010
C -0.69423 1.16720 -4.28965
C -3.49317 0.84738 -4.38849
H -3.34829 0.56238 -2.22983
C -1.36714 1.23413 -5.51104
H 0.39210 1.25761 -4.23994
C -2.76087 1.08668 -5.56086
H -4.57572 0.72443 -4.41061
H -0.79803 1.40266 -6.42735
H -3.28128 1.15345 -6.51568
N -2.59927 0.12057 3.12301
C -2.97743 0.72947 4.25580
C -1.91375 1.52294 4.66289
C -0.90526 1.36922 3.72013
N -1.32011 0.48945 2.75615
H -3.15371 -0.51599 2.55452
H -3.95007 0.57220 4.69671
H -1.86430 2.15102 5.53543
H 0.07989 1.81370 3.68403

E_LUMO   -10.5 eV
2S+1   1
Charge   +3
Energy   -2349.30792 hartree

---

4.
ORCA calculation (the ωB97M-V functional and the def2-TZVPD basis) on the molecule C34H51N5O7.

Cartesian coordinates (Å):
C 5.63682 -0.77722 -4.40988
H 6.21946 -0.05114 -4.97221
C 5.12963 -0.15673 -3.11321
C 4.40956 -1.15735 -2.20972
C 3.10650 -1.67123 -2.81706
C 2.32466 -2.52414 -1.80848
N 1.88304 -1.74225 -0.68291
C 2.08366 -2.16720 0.58044
O 2.79211 -3.11221 0.86153
C 1.40990 -1.31987 1.66671
N 0.32563 -0.51163 1.17565
C -0.96824 -0.87314 1.25137
O -1.37046 -1.88615 1.78272
C -1.89254 0.13776 0.54863
N -2.04248 -0.25543 -0.84632
C -1.03435 -0.05621 -1.74062
O 0.01216 0.50099 -1.39437
N -1.24406 -0.42642 -3.03413
C -2.42686 -1.15756 -3.45433
C -3.63168 -0.23886 -3.69138
H -3.72230 0.47744 -2.87861
H -4.54302 -0.83041 -3.73790
H -3.53526 0.30937 -4.62333
C -2.13313 -2.04842 -4.66803
C -1.37975 -1.31856 -5.76966
C -0.07518 -0.79258 -5.18812
C -0.33125 0.15167 -4.01557
C -0.80745 1.53339 -4.47735
H -1.01339 2.15446 -3.60924
H -0.02619 2.01043 -5.06421
H -1.70553 1.47422 -5.08380
H 0.61035 0.30582 -3.47608
H 0.50101 -0.25977 -5.94596
H 0.52410 -1.63827 -4.84395
H -1.97842 -0.49850 -6.16649
H -1.17320 -2.00382 -6.59413
H -3.07936 -2.44324 -5.04133
H -1.52667 -2.88938 -4.32724
H -2.67804 -1.84938 -2.64139
H -2.71577 -0.98591 -1.00675
H -1.41652 1.12255 0.54639
C -3.27086 0.18796 1.20406
H -3.99252 0.54385 0.46431
H -3.53665 -0.83555 1.48121
C -3.37452 1.08028 2.45484
C -4.78599 0.91107 3.02799
H -4.91165 1.52998 3.91311
H -5.53735 1.20322 2.29718
H -4.96251 -0.12475 3.30779
C -3.16192 2.55337 2.09724
H -3.32729 3.17440 2.97442
H -2.14763 2.73733 1.75257
H -3.85675 2.86522 1.32004
C -2.35410 0.65789 3.51142
H -2.49596 1.23390 4.42377
H -2.45977 -0.39870 3.74410
H -1.34106 0.82922 3.15805
H 0.55398 0.28705 0.59673
H 0.98954 -2.01124 2.40546
C 2.47180 -0.42252 2.33456
C 1.82094 0.47355 3.33303
C 1.54308 0.19345 4.62864
N 0.84953 1.24258 5.21786
C 0.37582 1.27677 6.50959
O -0.26024 2.18161 6.98201
O 0.71959 0.16295 7.17839
C 0.26361 0.09855 8.52102
H 0.65763 0.93743 9.09817
H -0.82719 0.12934 8.55420
H 0.63105 -0.84454 8.91680
C 0.67309 2.23066 4.25557
C 0.03814 3.45893 4.33446
C 0.00583 4.23324 3.19003
C 0.59358 3.80002 2.00297
C 1.23133 2.57900 1.92451
C 1.27173 1.77667 3.06122
H 1.68931 2.25945 1.00002
H 0.54716 4.43381 1.12948
H -0.48579 5.19398 3.21519
H -0.41506 3.78955 5.25380
H 1.77912 -0.67887 5.20420
H 3.21426 -1.06362 2.80933
H 2.96488 0.17623 1.56578
H 1.23239 -0.98866 -0.88337
C 1.12956 -3.18785 -2.46939
O -0.02025 -3.00195 -2.17425
O 1.49772 -4.02170 -3.44944
H 0.72411 -4.46635 -3.83160
H 2.97225 -3.31780 -1.41278
H 3.31159 -2.27998 -3.69718
H 2.48503 -0.82328 -3.11379
H 5.06918 -2.00199 -2.00201
H 4.18289 -0.67359 -1.25760
H 4.45488 0.67042 -3.34533
H 5.97913 0.25493 -2.56397
H 6.27190 -1.63423 -4.19742
H 4.81195 -1.10582 -5.03668

E_LUMO   0.5 eV
2S+1   1
Charge   0
Energy above the lowest of the compared OMol25 structures with the same formula, charge and spin   5.4 kcal per mole
Energy   -2126.82979 hartree